2 unconnected molecules or ions with the total composition O5S2 in a non-equilibrium geometry, computed with the ωB97M-V functional and the def2-TZVPD basis.

Geometry as ORCA input:
```
! wB97M-V def2-TZVPD RIJCOSX def2/J DEFGRID3
* xyz 0 1
O -1.41866 0.15587 -0.16021
O -3.92190 0.12137 -0.09717
O 2.20107 1.34954 0.61450
O 2.35450 -0.09307 -1.35154
O 1.47278 -1.11529 0.72955
S -2.64660 -0.45222 0.24558
S 1.95881 0.03380 0.01929
*
```

As for the total energy: -1172.525672 Ha. The HOMO-LUMO gap is 0.398 Ha.

=====

S2 in the gas phase in a non-equilibrium geometry, computed with the ωB97M-V functional and the def2-TZVPD basis.

Geometry as ORCA input:
```
! wB97M-V def2-TZVPD RIJCOSX def2/J DEFGRID3
* xyz 0 1
S -0.06366 -0.80291 0.55250
S 0.06366 0.80291 -0.55250
*
```

As for the total energy: -796.318152 Ha. The HOMO-LUMO gap is 0.211 Ha.

=====

S2 in the gas phase in a non-equilibrium geometry, computed with the ωB97M-V functional and the def2-TZVPD basis.

Geometry as ORCA input:
```
! wB97M-V def2-TZVPD RIJCOSX def2/J DEFGRID3
* xyz 0 1
S 0.00000 0.00000 1.03554
S 0.00000 0.00000 -1.03554
*
```

As for the total energy: -796.304138 Ha. The HOMO-LUMO gap is 0.210 Ha.

=====

2 unconnected molecules or ions with the total composition S2 in a non-equilibrium geometry, computed with the ωB97M-V functional and the def2-TZVPD basis.

Geometry as ORCA input:
```
! wB97M-V def2-TZVPD RIJCOSX def2/J DEFGRID3
* xyz 1 2
S 0.00000 0.00000 1.68604
S 0.00000 0.00000 -1.68604
*
```

As for the total energy: -795.676490 Ha. The HOMO-LUMO gap (spin up / spin down) is 0.161 / 0.142 Ha.

=====

A gas-phase ion, S2 (charge +1) in a non-equilibrium geometry, computed with the ωB97M-V functional and the def2-TZVPD basis.

Geometry as ORCA input:
```
! wB97M-V def2-TZVPD RIJCOSX def2/J DEFGRID3
* xyz 1 2
S 0.00000 0.00000 1.29067
S 0.00000 0.00000 -1.29067
*
```

As for the total energy: -795.827789 Ha. The HOMO-LUMO gap (spin up / spin down) is 0.227 / 0.210 Ha.